1.
Computed, not measured: a cluster of 4 separate species, C2H12NO4 in total in a non-equilibrium geometry, with ωB97M-V with the def2-TZVPD basis set.

The geometry in XYZ format:
```
19
Properties=species:S:1:pos:R:3
C -0.92152 -1.14042 -1.20532
N -0.68446 -0.16864 -0.13912
C -0.27514 1.11200 -0.64561
O 0.90592 1.05320 -1.57379
H -1.45988 -1.99491 -0.81251
H -1.56081 -0.68863 -1.99162
H 0.04021 -1.50157 -1.62736
H -0.02086 -0.54433 0.53473
H -1.07926 1.46456 -1.29083
H -0.00720 1.81295 0.17746
H -2.38128 0.54477 0.14595
H -3.25057 1.02379 1.43198
O -3.31519 0.76103 0.48301
H 3.43352 0.91683 1.29931
H 1.74580 0.90255 -0.90916
O 2.85540 0.42393 0.69378
H 2.28854 -1.96470 2.13832
H 2.13644 -0.56390 1.46759
O 1.55033 -1.44850 1.82320
```

HOMO: -4.686 eV
charge: -1
2S+1: 1
relative energy (zero: lowest compared OMol25 entry of this formula, charge and spin): 79.74 kJ/mol

---

2.
Computed, not measured: a structure of composition C2H12O2Si3 in a non-equilibrium geometry, with ωB97M-V with the def2-TZVPD basis set.

The geometry in XYZ format:
```
19
Properties=species:S:1:pos:R:3
C 2.06654 -1.70331 -0.29263
C -0.94924 -1.67197 -0.96350
O 1.32627 1.52255 2.54522
O 0.14520 1.72988 1.79008
Si -2.18843 2.17345 -0.19300
Si 0.39278 -1.07198 0.31232
Si -0.02105 1.24900 0.22650
H 1.76070 -2.74030 -0.36282
H 2.50042 -1.18073 -1.23886
H 2.81096 -1.67932 0.45696
H -0.63882 -1.45542 -1.94621
H -0.77533 -2.75346 -1.04325
H -2.01860 -1.47565 -0.90005
H 1.79348 2.26181 2.36180
H -1.87624 3.50738 -1.05213
H -3.19720 2.52424 0.77176
H -2.60936 1.00868 -0.98409
H 0.08762 -2.13667 1.39092
H 1.39030 1.89181 -0.87901
```

HOMO: -9.092 eV
2S+1: 1
relative energy (zero: lowest compared OMol25 entry of this formula, charge and spin): 417.66 kJ/mol

---

Computed HOMO-LUMO gap (eV) in order:
8.51, 9.02
Computed E_LUMO (hartree) in order:
0.1405, -0.0026